Here is a 9-piece molecular cluster, C15H48N4O9 overall in a non-equilibrium geometry from the OMol25 dataset. Energies are from ωB97M-V/def2-TZVPD.

## Properties
**HOMO level**: -8.9 eV
**SMILES string**: NC(N)=O.NC(N)=O.CC(C)O.CC(C)O.CC(C)O.CO.CO.CO.CO
**E_LUMO**: -0.19 eV
**Energy above the lowest of the compared OMol25 structures with the same formula, charge and spin**: 3.791 eV
**Orbital gap**: 8.70 eV

The geometry in XYZ format:
```
76
Properties=species:S:1:pos:R:3:forces:R:3
C -25.24500 -15.89100 -17.31800 -1.313 0.309 -0.348
O -25.39600 -17.29500 -17.33700 2.963 -0.635 -1.019
H -25.79400 -15.67300 -16.41800 -0.127 1.489 0.260
H -25.71900 -15.44500 -18.23400 0.353 -0.121 0.851
H -24.22800 -15.47400 -17.22900 -0.152 -0.966 -0.069
H -26.27700 -17.53100 -17.13600 -1.669 -0.168 0.467
C -28.26900 -21.63900 -10.53300 0.290 -0.226 1.503
O -26.81400 -21.63000 -10.40200 -0.956 -0.753 -0.101
H -28.68400 -21.21700 -9.58400 0.066 -0.166 -0.772
H -28.70200 -22.69600 -10.59100 1.031 1.393 -0.301
H -28.54100 -21.00300 -11.37500 -0.372 -0.284 -0.157
H -26.51000 -20.69600 -10.45700 -0.493 -0.490 0.106
C -28.54300 -16.54800 -16.96700 -2.437 -0.998 1.201
O -28.31200 -17.69100 -16.19900 1.248 -0.488 0.182
H -27.86400 -15.78200 -16.84400 1.258 2.065 1.068
H -29.59500 -16.27600 -16.79700 0.359 0.593 -0.398
H -28.38100 -16.80800 -17.94500 -0.138 -0.869 -2.717
H -28.58400 -17.49800 -15.29500 -0.283 -0.367 0.503
C -29.77100 -17.45200 -12.45000 -1.188 -1.863 0.914
O -29.59100 -17.94900 -13.76900 -0.671 1.923 0.194
H -29.16900 -16.61700 -12.23300 0.369 1.429 -0.092
H -29.36800 -18.21900 -11.76300 -0.308 0.220 0.010
H -30.85800 -17.31900 -12.17200 1.095 0.161 -0.495
H -29.33000 -18.83600 -13.61700 0.810 -1.910 -0.625
C -24.62800 -19.32600 -10.61000 0.385 5.503 6.366
O -24.52700 -18.40600 -9.61300 0.247 -3.650 -4.177
N -23.77400 -20.26300 -10.81800 4.884 -3.339 1.434
N -25.66700 -19.38700 -11.33900 -4.383 2.090 -2.982
H -23.13200 -20.30600 -9.96600 -0.902 -0.521 -2.023
H -23.90400 -21.07100 -11.49000 0.260 1.438 1.512
H -26.12500 -18.48000 -11.45000 -0.259 -0.372 0.246
H -25.78800 -20.02800 -12.15800 0.624 0.761 1.443
C -26.69400 -20.40500 -13.93200 -8.948 0.088 -1.302
O -28.08600 -20.35700 -13.97300 5.885 -0.163 0.684
N -25.98200 -19.68900 -14.71700 2.297 1.912 -2.033
N -26.06500 -21.17700 -13.10800 0.488 -3.832 1.723
H -26.51600 -19.12800 -15.35600 -0.033 0.319 -0.248
H -24.91700 -19.64800 -14.70200 -2.331 0.064 0.343
H -26.56700 -21.82200 -12.47400 0.296 0.762 -0.539
H -25.08900 -21.37400 -13.26000 0.112 -0.063 -0.181
C -24.38000 -24.10600 -12.28100 -0.628 -0.655 -0.431
C -23.46100 -23.31000 -13.18100 0.036 -9.906 -1.666
C -23.82700 -23.56700 -14.60300 -2.871 -1.572 -1.628
O -23.43100 -22.08100 -12.99900 2.552 10.003 2.145
H -24.27700 -25.13500 -12.65800 -0.143 0.161 0.396
H -25.44600 -23.83800 -12.47500 0.698 -0.039 0.625
H -24.07200 -24.11100 -11.23000 -0.414 0.318 -0.138
H -22.48500 -23.75500 -13.05800 0.733 -0.396 0.369
H -23.11300 -23.19400 -15.31600 0.382 0.237 -0.231
H -24.82100 -23.02700 -14.76000 1.163 -0.585 -0.142
H -24.05900 -24.65800 -14.86200 0.553 1.418 0.439
H -22.48600 -21.78900 -13.10300 -1.650 0.297 0.146
C -23.48900 -20.28100 -16.39200 0.102 0.091 -1.368
C -22.68000 -19.72300 -15.24600 6.655 -0.864 -8.110
C -22.05500 -18.37600 -15.60300 1.076 0.504 -1.208
O -23.38100 -19.47200 -14.28300 -7.803 0.871 9.773
H -23.82300 -21.27500 -16.19100 -0.302 -0.698 0.233
H -22.94200 -20.31300 -17.33800 0.439 -0.125 0.322
H -24.35800 -19.69800 -16.68200 -0.096 0.400 0.392
H -21.92900 -20.48200 -14.95000 0.595 -0.030 -0.717
H -21.74700 -18.45100 -16.63900 0.444 0.542 -0.244
H -21.17600 -18.09300 -14.98400 -0.514 -0.304 -0.229
H -22.81800 -17.56400 -15.51700 0.446 -0.787 -0.118
H -22.89700 -19.11200 -13.55500 0.157 0.504 0.918
C -27.09900 -15.11400 -13.58200 -0.940 -0.888 -0.634
C -26.52700 -16.46100 -13.17100 0.221 0.284 -9.928
C -25.07600 -16.63200 -13.60700 0.120 1.726 0.337
O -26.65400 -16.80900 -12.00600 0.223 -0.358 12.925
H -27.36800 -15.21200 -14.63300 -0.087 0.265 -0.141
H -26.37400 -14.35500 -13.51300 0.932 1.200 0.259
H -28.00500 -14.83000 -13.03600 0.217 -0.198 0.030
H -27.15300 -17.25800 -13.51800 -0.475 -0.285 -2.791
H -24.59400 -15.68500 -13.30800 0.300 -0.264 -0.200
H -24.93400 -16.78000 -14.63200 0.035 0.136 -1.846
H -24.52100 -17.42900 -13.16700 -0.152 -0.731 0.862
H -26.03900 -16.23600 -11.50900 -0.363 -0.546 1.162
```
Forces are in eV/Å.

So, what does the Mulliken scheme give us? The charges, in e, come out as:
1. C -0.333
2. O -0.488
3. H -0.064
4. H 0.267
5. H 0.244
6. H 0.366
7. C -0.485
8. O -0.600
9. H 0.274
10. H 0.227
11. H 0.141
12. H 0.407
13. C -0.978
14. O -0.397
15. H 0.351
16. H 0.315
17. H 0.398
18. H 0.339
19. C -0.475
20. O -0.593
21. H 0.122
22. H 0.146
23. H 0.286
24. H 0.349
25. C 0.367
26. O -0.832
27. N -0.102
28. N -0.391
29. H 0.279
30. H 0.114
31. H 0.056
32. H 0.485
33. C 0.106
34. O -0.947
35. N 0.679
36. N 0.787
37. H 0.203
38. H -0.162
39. H 0.266
40. H -0.305
41. C -1.469
42. C 0.115
43. C -1.130
44. O -0.784
45. H 0.511
46. H 0.192
47. H 0.343
48. H 0.552
49. H 0.281
50. H 0.254
51. H 0.417
52. H 0.400
53. C -1.487
54. C 0.962
55. C -1.339
56. O -0.346
57. H 0.190
58. H 0.494
59. H 0.165
60. H 0.158
61. H 0.422
62. H 0.399
63. H 0.091
64. H 0.281
65. C -1.675
66. C 1.198
67. C -0.747
68. O -0.535
69. H 0.214
70. H 0.443
71. H 0.405
72. H -0.186
73. H 0.569
74. H -0.110
75. H -0.012
76. H 0.337